DFT (ωB97M-V/def2-TZVPD) results for a molecular structure, C54H125F12N9O24S4 at a distorted geometry.

Each line ends with the Mulliken charge.
Positions of all 228 atoms, in Å:
C 8.8883 16.7591 15.2607  -1.79
C 10.2148 16.5810 14.5293  -0.16
N 11.1893 15.6081 15.1263  1.63
C 11.8227 16.1822 16.3721  -0.18
C 10.5409 14.3650 15.5378  -0.02
C 9.6997 13.5779 14.6318  -1.82
C 12.3222 15.5062 14.1224  -0.28
C 13.6481 14.8555 14.5444  -0.54
O 13.3688 13.6123 15.2869  -0.25
C 14.6058 12.8601 15.4586  -0.14
H 8.3807 15.8619 15.4612  0.40
H 8.2926 17.3838 14.6175  0.54
H 9.0419 17.2779 16.2202  0.25
H 10.6635 17.5539 14.3398  -0.05
H 10.0072 16.2000 13.5374  0.81
H 12.3215 15.3668 16.8245  0.51
H 11.0971 16.5294 17.1215  0.17
H 12.4913 17.0011 16.1080  -0.48
H 9.9560 14.6488 16.4153  0.54
H 11.3150 13.6739 15.9591  -0.17
H 10.1187 13.1673 13.7117  0.32
H 8.8144 14.0996 14.2844  0.37
H 9.3072 12.7809 15.2585  0.49
H 12.5673 16.5161 13.8084  -0.20
H 11.9726 15.0132 13.2002  0.76
H 14.1733 15.5898 15.2005  -0.31
H 14.2246 14.5444 13.6607  0.83
H 14.3837 11.9841 16.0394  -0.40
H 15.3837 13.4547 16.0092  0.17
H 14.9935 12.4957 14.5021  0.40
C 21.2380 22.6094 13.9530  -1.44
C 20.1582 22.1432 14.9484  -0.32
N 18.8598 22.9603 15.0129  0.05
C 19.1765 24.2503 15.6040  -0.95
C 18.3780 23.2274 13.6221  -0.56
C 18.0787 21.9573 12.7598  -0.92
C 17.9499 22.1077 15.9032  -0.52
C 16.5216 22.5346 16.0628  0.13
O 16.4305 23.8034 16.6982  -0.53
C 15.0310 24.2377 16.7060  -0.58
H 21.8723 21.6962 13.8816  0.44
H 21.8076 23.4985 14.2390  0.36
H 20.9096 22.5959 12.9016  0.31
H 20.5130 22.1322 16.0002  0.45
H 19.7403 21.1815 14.6380  0.48
H 19.8070 24.7296 14.8615  0.51
H 19.7347 24.0997 16.5427  0.34
H 18.2330 24.7715 15.7902  0.34
H 19.1336 23.8220 13.1015  0.57
H 17.4497 23.7739 13.7175  0.58
H 17.3798 21.2608 13.1751  0.05
H 19.0316 21.4685 12.4878  0.26
H 17.6495 22.2565 11.7674  0.45
H 18.5279 22.1738 16.8330  0.31
H 17.9870 21.1116 15.5022  0.31
H 16.0417 21.7774 16.7120  -0.40
H 16.0076 22.6169 15.1323  0.59
H 14.6610 24.3606 15.6712  0.34
H 15.0585 25.2336 17.2618  0.27
H 14.4598 23.5909 17.3741  0.16
C 15.5164 22.9608 23.9236  -1.08
C 16.1459 22.0417 24.9130  -0.38
N 15.7644 20.6399 24.7480  0.26
C 16.2474 19.8335 25.8766  -0.79
C 14.3213 20.3774 24.6371  -0.01
C 13.4960 21.1086 25.6629  -1.53
C 16.4654 20.0536 23.4693  0.84
C 17.9742 20.3166 23.3879  -0.11
O 18.1992 21.5573 22.8516  -0.26
C 19.5578 21.8318 22.5254  -0.77
H 14.4873 23.1454 24.1866  0.29
H 15.5207 22.5848 22.8652  0.10
H 15.9795 23.9566 23.9392  0.42
H 15.8328 22.3128 25.9513  0.62
H 17.2055 22.2001 24.7993  0.61
H 16.0258 18.7657 25.6688  0.24
H 15.7700 20.1818 26.8182  0.50
H 17.3262 19.9646 26.0158  0.42
H 14.2551 19.2983 24.7526  0.32
H 13.9913 20.6950 23.6504  0.05
H 14.0376 21.3031 26.5803  0.32
H 12.5787 20.4849 25.9093  0.38
H 13.1271 22.0742 25.3326  0.43
H 15.9649 20.5213 22.5725  -0.25
H 16.1970 19.0033 23.5326  -0.48
H 18.3302 19.5141 22.7219  -0.28
H 18.4951 20.2789 24.3067  0.64
H 20.0417 22.2074 23.4632  0.31
H 19.5766 22.6371 21.8211  0.28
H 20.1166 20.9808 22.1009  0.20
C 12.6013 9.9235 22.3316  -1.42
C 12.6013 10.3998 20.8698  -0.51
N 13.5443 11.5098 20.4056  1.65
C 13.6286 12.6352 21.4496  -1.21
C 14.9549 11.0317 20.4342  -0.78
C 16.0765 12.0543 20.5029  -0.82
C 13.1063 12.0174 19.1236  -0.23
C 12.7816 11.0502 18.0348  -1.15
O 13.9133 10.2260 17.8571  -0.27
C 13.7869 9.2855 16.7852  -0.76
H 11.9898 9.0006 22.3845  0.41
H 12.1454 10.6766 22.9552  0.33
H 13.5755 9.5785 22.6806  0.37
H 11.6221 10.8794 20.6597  0.38
H 12.7755 9.6040 20.1747  0.43
H 14.1610 13.5085 21.0041  -0.25
H 13.9979 12.2562 22.4137  0.24
H 12.5749 12.8982 21.5943  0.83
H 15.1301 10.4105 19.5395  0.25
H 15.0268 10.4177 21.3260  0.45
H 17.0316 11.5966 20.3993  0.87
H 16.0507 12.6448 21.4410  -0.10
H 15.9857 12.6919 19.6295  0.21
H 13.8626 12.6465 18.7127  -0.24
H 12.2766 12.6959 19.3731  0.45
H 12.4546 11.6112 17.1573  0.51
H 11.9798 10.3224 18.2100  0.68
H 13.9122 9.7984 15.8088  0.23
H 12.7907 8.7697 16.7708  0.33
H 14.5708 8.5559 16.9589  0.27
C 8.9251 19.5377 22.2225  -0.86
N 9.9419 18.5001 21.8641  0.63
C 11.3446 18.7892 22.3861  -0.43
C 9.5114 17.1636 22.4089  -0.53
C 10.1129 18.5215 20.3767  0.66
C 8.9870 17.9615 19.5815  0.27
O 7.9057 18.8194 19.4489  -0.56
H 7.9493 19.3068 21.8937  0.44
H 9.2817 20.4936 21.8113  0.27
H 8.8063 19.5959 23.3031  0.35
H 12.0304 18.0321 22.0353  0.11
H 11.3298 18.7768 23.4595  0.57
H 11.6415 19.7358 22.0401  -0.08
H 8.6422 16.8018 21.8972  0.42
H 9.2454 17.2420 23.4944  0.39
H 10.4052 16.4895 22.3253  -0.03
H 10.9051 17.8182 20.2609  -1.43
H 10.4943 19.5089 20.1061  0.93
H 8.6823 16.9307 19.9179  0.15
H 9.4530 17.8160 18.5571  -0.54
H 7.4433 18.6617 18.6328  0.40
C 14.9850 19.8839 18.4877  -0.42
N 14.4901 18.5655 18.9642  1.84
C 13.0036 18.5878 18.9829  0.98
C 15.0019 17.4395 18.1086  -0.21
C 14.9727 18.2059 20.3091  1.17
C 16.4533 17.8527 20.3468  0.70
O 17.3900 18.9416 20.2923  -0.33
H 16.0243 19.8394 18.1446  0.04
H 14.7186 20.6454 19.2376  -0.26
H 14.4325 20.0663 17.5894  0.25
H 12.6191 18.9359 18.0466  0.42
H 12.7539 19.2746 19.7942  -0.72
H 12.6853 17.5614 19.2059  -0.78
H 14.8781 16.4516 18.5135  -0.63
H 15.9822 17.6494 17.7927  0.65
H 14.4227 17.5242 17.2247  -0.13
H 14.4498 17.2980 20.6541  -0.76
H 14.7413 19.0810 20.9196  0.18
H 16.6985 17.1303 19.5936  -0.58
H 16.5370 17.4031 21.3430  -0.06
H 17.7831 18.9583 19.4278  -0.14
C 20.1691 13.5728 23.6675  -0.89
N 19.6629 14.8383 22.9178  0.45
C 18.9337 14.4174 21.6328  -0.42
C 18.6703 15.5192 23.8831  -0.33
C 20.8794 15.7186 22.5027  -0.87
C 20.5337 16.7528 21.3552  -0.49
O 19.4056 17.4087 21.8348  -0.39
H 20.5068 13.9644 24.6587  0.41
H 21.1238 13.2480 23.2625  0.36
H 19.4053 12.7921 23.6869  0.28
H 19.6060 13.8758 20.9714  0.32
H 18.4937 15.3432 21.1767  -0.32
H 18.1107 13.7435 21.9849  0.42
H 17.8905 14.8910 24.3742  0.51
H 18.0327 16.2445 23.3438  -0.44
H 19.2433 16.0910 24.5832  0.46
H 21.6399 15.0393 22.0684  0.42
H 21.3525 16.2383 23.3291  0.40
H 20.2977 16.2821 20.4086  0.19
H 21.3823 17.3830 21.1088  0.56
H 18.9989 17.9376 21.1344  -0.01
O 12.6617 22.7590 19.7938  -0.35
C 12.4093 21.7557 20.7121  0.30
O 11.2521 21.7366 21.1949  -0.75
O 13.3618 20.9293 20.8790  -0.52
H 11.9119 23.3287 19.7561  0.30
O 12.4662 15.9038 21.5916  -0.40
C 12.4334 15.3072 20.3607  0.10
O 11.2978 15.2287 19.9383  -0.74
O 13.5738 15.0863 19.8871  0.02
H 13.4045 15.9591 21.7625  -0.25
O 15.7933 14.9406 25.1311  -0.57
C 15.6079 15.8223 24.0183  -0.25
O 15.7171 15.1848 22.9789  -0.16
O 15.4264 17.0243 24.2289  -0.33
H 15.6338 15.5235 25.8976  0.28
C 15.1438 19.2520 14.3639  0.35
F 15.8898 20.0127 15.2303  -0.02
F 15.6440 19.5445 13.0947  -0.28
F 15.4575 18.0267 14.6811  -0.05
S 13.3119 19.6129 14.6026  0.47
O 13.0282 18.7695 15.7021  -0.81
O 13.2138 21.0708 14.8065  -0.71
N 12.5656 19.0681 13.2603  -0.03
S 12.4132 20.0195 11.9836  0.96
O 11.1196 20.6569 12.0253  -0.67
O 13.5899 20.6910 11.5316  -0.57
C 12.1505 18.5543 10.8634  0.65
F 11.2863 17.5940 11.4017  -0.25
F 11.7977 18.7171 9.6765  -0.18
F 13.4207 17.9162 10.8402  -0.27
C 19.2717 14.3258 16.5867  0.42
F 20.4972 14.4733 17.0142  -0.14
F 19.1576 14.6281 15.2329  -0.20
F 18.8701 13.0795 16.7907  -0.17
S 17.9193 15.3434 17.3491  0.60
O 17.0272 15.5873 16.2676  -0.54
O 17.5575 14.6010 18.4870  -0.39
N 18.5316 16.6948 17.9039  -0.01
S 19.0441 17.7722 16.8667  0.77
O 19.0943 17.4125 15.4811  -0.67
O 18.4597 19.0763 17.2416  -0.60
C 20.8842 17.9381 17.3959  0.47
F 21.5160 16.7718 17.5910  -0.20
F 21.7318 18.5383 16.5710  -0.23
F 20.8668 18.6197 18.6028  -0.20

- total charge = +2
- HOMO energy (eV) = -12.09
- calculated total energy (eV) = -196507.2402
- LUMO level (eV) = -2.928
- frontier orbital gap (eV) = 9.16